[1]
{
  "formula": "CH3N3O",
  "method": "wB97M-V/def2-TZVPD",
  "symbols": ["N", "C", "N", "O", "H", "H", "N", "H"],
  "coordinates": [[-3.110, 0.808, 0.216], [-2.145, 0.275, -0.022], [0.670, -0.701, 0.475], [-0.284, -1.239, -0.174], [1.618, -0.248, -1.232], [0.570, -0.311, 1.421], [1.466, 0.204, -0.286], [1.215, 1.212, -0.397]],
  "de_lowest_kj_mol": 683.6,
  "gap_ev": [9.47, 7.16],
  "e_lumo_ev": [-1.6638, -2.9238],
  "homo_energy_ev": [-11.14, -10.08]
}

=====

[2]
{
  "formula": "CH3N3O2S",
  "method": "wB97M-V/def2-TZVPD",
  "symbols": ["N", "H", "C", "O", "O", "S", "N", "N", "H", "H"],
  "coordinates": [[-1.710, 0.128, -0.092], [-0.722, 1.816, 0.496], [0.660, 0.384, -0.148], [-1.579, -0.982, -0.494], [-2.711, 0.730, 0.172], [2.070, 1.233, 0.107], [1.277, -2.000, 0.154], [-0.528, 0.881, 0.129], [0.375, -2.402, -0.097], [2.867, 0.213, -0.228]],
  "de_lowest_kj_mol": 861.9,
  "gap_ev": [8.29, 8.24],
  "e_lumo_ev": [-0.5382, -0.8245],
  "homo_energy_ev": [-8.83, -9.06]
}

=====

[3]
{
  "formula": "CH3N3O2S",
  "method": "wB97M-V/def2-TZVPD",
  "symbols": ["N", "H", "O", "S", "C", "H", "H", "N", "N", "O"],
  "coordinates": [[1.606, 0.761, 0.753], [0.289, -1.135, -1.410], [1.255, 1.269, -1.313], [-1.537, -0.051, -0.699], [0.214, -0.548, -0.377], [0.111, -1.102, 0.599], [2.211, 1.494, 1.010], [1.121, 0.607, -0.334], [-2.046, -0.622, 0.762], [-3.223, -0.672, 1.009]],
  "de_lowest_kj_mol": 530.6,
  "smiles": "[H]/N=[N+](\\[O-])CSN=O",
  "gap_ev": 9.13,
  "e_lumo_ev": -0.3757,
  "homo_energy_ev": -9.50
}

=====

[4]
{
  "formula": "CH3N3O2S",
  "method": "wB97M-V/def2-TZVPD",
  "symbols": ["S", "H", "N", "H", "C", "N", "O", "H", "N", "O"],
  "coordinates": [[-0.964, -0.578, 0.091], [0.564, -0.233, -1.796], [0.402, -0.037, -0.834], [-1.502, 0.693, 1.753], [1.456, 0.562, -0.236], [-1.399, 0.830, 0.748], [-1.823, -0.961, -0.947], [2.351, 0.084, -0.667], [1.415, 1.132, 0.845], [-0.499, -1.493, 1.043]],
  "de_lowest_kj_mol": 72.8,
  "multiplicity": 3,
  "gap_ev": [11.12, 7.00],
  "e_lumo_ev": [0.7254, -3.3693],
  "homo_energy_ev": [-10.39, -10.36]
}

=====

[5]
{
  "formula": "CH3N3O3",
  "method": "wB97M-V/def2-TZVPD",
  "symbols": ["N", "O", "C", "N", "H", "O", "H", "H", "N", "O"],
  "coordinates": [[-1.662, -0.431, -0.326], [0.107, -0.409, 0.970], [-0.715, 0.406, 0.080], [-2.739, -0.766, 0.124], [-3.022, -1.514, -0.544], [1.464, 0.120, 1.022], [2.815, -0.377, -0.263], [2.137, 1.230, -0.478], [1.977, 0.253, -0.205], [-0.363, 1.488, -0.380]],
  "de_lowest_kj_mol": 372.2,
  "smiles": "[H]/N=N/C(=O)OON",
  "gap_ev": 9.56,
  "e_lumo_ev": -0.3452,
  "homo_energy_ev": -9.91
}

=====

[6]
{
  "formula": "CH3N3O3",
  "method": "wB97M-V/def2-TZVPD",
  "symbols": ["N", "O", "N", "O", "O", "H", "C", "H", "H", "N"],
  "coordinates": [[0.007, -1.337, -0.406], [0.951, -1.246, -1.461], [-0.770, -0.373, -0.482], [0.202, 2.872, 1.039], [0.090, -2.267, 0.370], [-1.383, -0.459, 0.364], [-0.219, 2.860, -0.051], [-1.554, 2.664, -1.387], [0.862, -0.276, -1.767], [-0.596, 2.923, -1.201]],
  "de_lowest_kj_mol": 126.4,
  "smiles": "[H]/N=[N+](\\[O-])O.N=C=O",
  "gap_ev": 11.38,
  "e_lumo_ev": 0.3263,
  "homo_energy_ev": -11.05
}

=====

[7]
{
  "formula": "CH3N3S2",
  "method": "wB97M-V/def2-TZVPD",
  "symbols": ["H", "N", "S", "C", "H", "S", "H", "N", "N"],
  "coordinates": [[-0.398, -0.070, -2.470], [1.841, -1.768, -0.456], [-0.392, 1.348, -0.945], [-0.801, 1.163, 0.632], [-0.731, 1.964, 1.218], [1.277, -1.468, 2.095], [-1.536, 0.435, 0.850], [1.552, -1.605, 0.640], [-0.813, 0.003, -1.564]],
  "de_lowest_kj_mol": 103.3,
  "multiplicity": 3,
  "gap_ev": [7.41, 8.36],
  "e_lumo_ev": [0.5613, -1.6004],
  "homo_energy_ev": [-6.85, -9.96]
}

=====

[8]
{
  "formula": "CH3N4",
  "method": "wB97M-V/def2-TZVPD",
  "symbols": ["N", "N", "H", "C", "H", "H", "N", "N"],
  "coordinates": [[1.458, 0.782, 0.007], [0.569, -1.072, 0.001], [-0.050, -1.873, 0.007], [0.121, 0.170, 0.036], [-1.281, 1.670, -0.194], [-1.866, -0.098, 0.136], [2.114, -0.215, -0.005], [-1.066, 0.636, 0.011]],
  "de_lowest_kj_mol": 403.9,
  "smiles": "[NH2+]=C1N=NN1",
  "total_charge": 1,
  "gap_ev": 10.00,
  "e_lumo_ev": -6.5044,
  "homo_energy_ev": -16.51
}

=====

[9]
{
  "formula": "CH3N4",
  "method": "wB97M-V/def2-TZVPD",
  "symbols": ["N", "N", "H", "H", "H", "N", "C", "N"],
  "coordinates": [[-2.687, -0.011, -0.057], [-0.252, 0.486, -0.171], [2.382, 0.154, 0.898], [-1.146, 0.946, -0.523], [2.491, -1.165, -0.147], [2.048, -0.264, 0.036], [0.881, 0.156, -0.094], [-3.717, -0.302, 0.058]],
  "de_lowest_kj_mol": 52.0,
  "total_charge": 1,
  "gap_ev": 12.79,
  "e_lumo_ev": -4.4155,
  "homo_energy_ev": -17.21
}

=====

[10]
{
  "formula": "CH3N4O",
  "method": "wB97M-V/def2-TZVPD",
  "symbols": ["N", "N", "H", "H", "C", "N", "N", "H", "O"],
  "coordinates": [[0.375, -0.522, -1.038], [0.962, 1.003, 0.595], [-1.640, -0.971, 0.392], [-1.947, -0.833, -1.257], [1.674, 1.836, 1.139], [0.915, 0.251, -0.414], [-1.316, -1.190, -0.546], [-1.180, -2.188, -0.678], [2.158, 2.614, 1.807]],
  "de_lowest_kj_mol": 153.3,
  "total_charge": 1,
  "gap_ev": [10.08, 10.08],
  "e_lumo_ev": [-4.9934, -4.9936],
  "homo_energy_ev": [-15.07, -15.07]
}

=====

[11]
{
  "formula": "CH3N5",
  "method": "wB97M-V/def2-TZVPD",
  "symbols": ["N", "N", "H", "H", "N", "N", "H", "N", "C"],
  "coordinates": [[-1.065, -1.788, -0.285], [0.607, 1.122, 0.787], [-0.009, 1.854, 1.463], [0.766, 0.475, -1.778], [-0.367, -1.322, -1.444], [-0.197, 0.143, 0.095], [0.965, 0.637, 1.631], [-0.981, -0.898, 0.570], [0.280, -0.223, -1.039]],
  "de_lowest_kj_mol": 253.5,
  "smiles": "Nn1cnnn1",
  "gap_ev": 11.19,
  "e_lumo_ev": 0.5312,
  "homo_energy_ev": -10.66
}

=====

[12]
{
  "formula": "CH3N5O",
  "method": "wB97M-V/def2-TZVPD",
  "symbols": ["N", "H", "H", "N", "C", "H", "N", "N", "O", "N"],
  "coordinates": [[-0.605, 0.156, 1.148], [0.569, 0.674, 1.842], [0.004, -1.858, -1.426], [-0.377, -1.270, -0.567], [-0.110, -0.010, -0.135], [0.765, 2.588, -1.392], [-0.567, -1.973, 0.616], [0.274, 0.830, -1.084], [0.753, 2.076, -0.631], [-0.707, -1.213, 1.629]],
  "de_lowest_kj_mol": 414.7,
  "gap_ev": 8.07,
  "e_lumo_ev": -0.3994,
  "homo_energy_ev": -8.47
}

=====

[13]
{
  "formula": "CH3N5O2",
  "method": "wB97M-V/def2-TZVPD",
  "symbols": ["H", "N", "N", "N", "H", "C", "N", "O", "H", "N", "O"],
  "coordinates": [[-0.349, -0.999, 1.693], [-1.010, 1.290, -0.912], [-0.010, -0.776, -0.058], [-0.111, -0.270, 1.209], [0.706, 0.270, 1.904], [-0.271, 0.217, -1.066], [1.536, -0.711, -1.505], [1.247, -1.373, -0.311], [-0.786, 1.005, 0.899], [0.696, 0.060, -2.087], [-1.646, 1.288, 0.234]],
  "de_lowest_kj_mol": 493.6,
  "smiles": "Nn1onn/c1=N/O",
  "gap_ev": 8.75,
  "e_lumo_ev": -0.3940,
  "homo_energy_ev": -9.14
}

=====

[14]
{
  "formula": "CH3NO2",
  "method": "wB97M-V/def2-TZVPD",
  "symbols": ["C", "O", "H", "H", "O", "N", "H"],
  "coordinates": [[-0.072, -0.189, -0.667], [-0.233, -1.441, -0.290], [0.175, 1.666, 0.307], [-0.542, -1.406, 0.594], [-0.422, 0.380, -1.666], [0.313, 0.623, 0.393], [0.781, 0.367, 1.329]],
  "de_lowest_kj_mol": 89.9,
  "smiles": "NC(=O)O",
  "gap_ev": 10.84,
  "e_lumo_ev": 0.4669,
  "homo_energy_ev": -10.38
}

=====

[15]
{
  "formula": "CH3NO2",
  "method": "wB97M-V/def2-TZVPD",
  "symbols": ["H", "H", "H", "N", "O", "C", "O"],
  "coordinates": [[0.586, -0.767, -0.471], [0.156, -0.143, 1.048], [0.082, 0.942, -0.363], [-1.513, -0.573, -0.117], [-2.398, 0.349, 0.041], [-0.218, -0.116, 0.028], [-3.589, -0.026, 0.028]],
  "de_lowest_kj_mol": 736.3,
  "gap_ev": 9.01,
  "e_lumo_ev": -1.1728,
  "homo_energy_ev": -10.18
}

=====

[16]
{
  "formula": "CH3NO2",
  "method": "wB97M-V/def2-TZVPD",
  "symbols": ["H", "N", "O", "O", "C", "H", "H"],
  "coordinates": [[1.838, -1.341, -0.202], [-1.844, -0.192, 0.061], [1.672, -0.368, 0.048], [-0.583, -0.526, 0.052], [0.415, 0.198, 0.094], [0.430, 1.363, 0.087], [-1.930, 0.864, -0.140]],
  "de_lowest_kj_mol": 580.6,
  "gap_ev": 8.17,
  "e_lumo_ev": 0.4416,
  "homo_energy_ev": -7.72
}

=====

[17]
{
  "formula": "CH3NO2",
  "method": "wB97M-V/def2-TZVPD",
  "symbols": ["H", "N", "H", "H", "C", "O", "O"],
  "coordinates": [[-1.356, -0.186, -1.042], [1.436, 0.446, 0.104], [-0.910, 0.982, 0.442], [-1.306, -0.670, 0.695], [-0.858, -0.070, 0.018], [0.459, -0.536, -0.189], [2.534, 0.034, -0.028]],
  "de_lowest_kj_mol": 105.6,
  "multiplicity": 3,
  "gap_ev": [8.98, 8.93],
  "e_lumo_ev": [1.0682, -2.2267],
  "homo_energy_ev": [-7.91, -11.16]
}

=====

[18]
{
  "formula": "CH3NO2S",
  "method": "wB97M-V/def2-TZVPD",
  "symbols": ["S", "O", "H", "H", "O", "N", "H", "C"],
  "coordinates": [[1.067, 0.386, 2.390], [-0.232, -0.069, 2.595], [-0.200, 0.913, -0.517], [-0.137, -1.571, -0.755], [1.740, 0.197, 1.141], [-0.443, -0.925, -1.417], [-1.154, 0.761, -2.113], [-0.642, 0.308, -1.325]],
  "de_lowest_kj_mol": 128.1,
  "gap_ev": 8.10,
  "e_lumo_ev": -1.1320,
  "homo_energy_ev": -9.23
}

=====

[19]
{
  "formula": "CH3NO2S",
  "method": "wB97M-V/def2-TZVPD",
  "symbols": ["H", "O", "H", "N", "H", "C", "O", "S"],
  "coordinates": [[-0.428, -1.024, -1.402], [2.774, -0.509, 0.782], [0.566, -0.304, -0.325], [-0.418, -0.247, -0.752], [-1.722, 1.541, 0.832], [3.241, -0.005, -0.124], [-2.377, 0.989, 0.479], [-1.636, -0.441, 0.512]],
  "de_lowest_kj_mol": 207.7,
  "multiplicity": 3,
  "gap_ev": [5.30, 8.45],
  "e_lumo_ev": [0.6593, -2.2007],
  "homo_energy_ev": [-4.64, -10.65]
}

=====

[20]
{
  "formula": "CH3NO2S2",
  "method": "wB97M-V/def2-TZVPD",
  "symbols": ["H", "N", "H", "O", "S", "O", "S", "C", "H"],
  "coordinates": [[-5.635, -2.671, 0.817], [2.168, -0.191, 0.436], [1.382, -0.482, -0.071], [3.419, 2.099, -1.398], [3.491, -0.813, -0.064], [3.192, 2.755, 0.794], [-5.111, -1.712, 0.186], [3.347, 2.407, -0.278], [-6.253, -1.391, -0.421]],
  "de_lowest_kj_mol": 73.9,
  "smiles": "O=C=O.N=S.S",
  "gap_ev": [7.46, 7.45],
  "e_lumo_ev": [-1.4092, -1.4049],
  "homo_energy_ev": [-8.87, -8.86]
}